Computed, not measured: C20H32ClN3O2S in the gas phase, with ωB97M-V/def2-TZVPD.

LUMO   0.419 eV
2S+1   1
Relative energy (zero: lowest compared OMol25 entry of this formula, charge and spin)   5.0 kJ/mol

Each line ends with the natural charge from an NBO analysis.
Element x y z (Å)
C1 3.569 -0.532 -3.722  -0.601
C2 2.358 -1.140 -3.027  -0.390
C3 1.861 -0.292 -1.863  -0.392
C4 0.635 -0.884 -1.175  -0.390
C5 0.141 -0.059 0.012  -0.400
C6 0.958 -0.310 1.270  -0.216
N1 0.501 0.541 2.356  -0.613
C7 0.871 0.312 3.638  0.689
O1 1.493 -0.674 3.982  -0.622
C8 0.475 1.432 4.614  -0.142
C9 1.689 2.336 4.745  -0.010
C10 2.842 1.849 5.347  -0.167
C11 3.977 2.645 5.461  -0.005
C12 5.220 2.105 6.115  -0.629
C13 3.944 3.942 4.958  -0.235
C14 2.791 4.418 4.358  -0.019
Cl1 2.760 6.042 3.737  -0.003
C15 1.659 3.630 4.246  -0.254
N2 0.063 0.905 5.902  -0.425
C16 -0.225 2.006 6.821  -0.219
C17 -0.934 1.610 8.117  -0.428
C18 -2.454 1.746 8.065  -0.643
S1 -3.324 0.500 7.148  2.029
N3 -3.137 -0.734 8.018  -1.186
O2 -4.634 0.995 6.769  -0.959
C19 -2.404 0.384 5.607  -0.697
C20 -0.970 -0.120 5.811  -0.251
H1 3.910 -1.153 -4.551  0.210
H2 3.334 0.457 -4.120  0.201
H3 4.402 -0.418 -3.026  0.202
H4 1.545 -1.271 -3.748  0.194
H5 2.606 -2.141 -2.662  0.195
H6 2.675 -0.166 -1.141  0.193
H7 1.616 0.712 -2.226  0.193
H8 -0.168 -0.970 -1.912  0.205
H9 0.853 -1.905 -0.844  0.199
H10 0.176 1.005 -0.248  0.192
H11 -0.903 -0.297 0.228  0.208
H12 0.856 -1.347 1.591  0.215
H13 2.023 -0.140 1.086  0.191
H14 0.081 1.425 2.124  0.394
H15 -0.332 2.028 4.147  0.165
H16 2.842 0.833 5.722  0.236
H17 6.027 2.835 6.098  0.215
H18 5.025 1.836 7.154  0.224
H19 5.563 1.204 5.605  0.227
H20 4.812 4.584 5.032  0.224
H21 0.765 4.031 3.783  0.222
H22 0.726 2.479 7.066  0.219
H23 -0.829 2.789 6.324  0.157
H24 -0.649 0.608 8.441  0.241
H25 -0.594 2.292 8.898  0.229
H26 -2.903 1.677 9.056  0.261
H27 -2.750 2.694 7.613  0.234
H28 -3.598 -1.548 7.620  0.376
H29 -3.002 -0.318 5.023  0.252
H30 -2.465 1.356 5.114  0.235
H31 -0.699 -0.793 5.002  0.232
H32 -0.952 -0.731 6.715  0.235